{
  "formula": "C10H14NOS",
  "method": "the ωB97M-V functional and the def2-TZVPD basis",
  "total_charge": 1,
  "lumo_ev": -3.350,
  "gap_ev": 8.70,
  "multiplicity": 1,
  "e_homo_ev": -12.05,
  "e_tot_ha": -917.25902,
  "smiles": "C=Cc1sccc1[C@]1([NH+](C)C)CO1",
  "species": ["C", "C", "C", "C", "C", "C", "C", "C", "C", "C", "N", "O", "S", "H", "H", "H", "H", "H", "H", "H", "H", "H", "H", "H", "H", "H", "H"],
  "coordinates": [[1.90324, -1.05440, -1.00006], [2.55459, -1.97988, -0.27981], [0.96570, -0.31890, -0.15714], [1.10585, -0.57719, 1.22702], [0.55605, 0.27318, 2.24084], [0.08624, -0.07214, 3.49171], [0.15266, 0.76205, -0.66140], [-1.59458, -0.35618, -1.93834], [-2.04390, 0.07654, 0.36452], [0.66419, 1.85352, -1.45341], [-1.35154, 0.61663, -0.82486], [0.27665, 2.00180, -0.12185], [2.18835, -1.92301, 1.38404], [2.08283, -0.67863, -2.02929], [3.33140, -2.62876, -0.67599], [0.30083, 1.28517, 1.85445], [-0.10867, 0.74070, 4.19088], [-2.53912, -0.69577, -2.00918], [-1.15148, -0.15173, -2.88813], [-1.10272, -1.21209, -1.55141], [-1.42347, -0.67826, 0.90028], [-2.35189, 0.84063, 1.10640], [-2.91628, -0.37289, -0.03187], [0.08681, 2.17910, -2.33054], [1.71479, 1.59876, -1.54642], [-1.73683, 1.54242, -1.04400], [0.35030, -1.07067, 3.78355]],
  "forces_ev_per_a": [[-1.692, 1.757, 0.010], [0.852, -0.470, -0.372], [1.318, -1.087, 1.020], [0.451, -0.911, -2.672], [-2.500, 0.640, 2.203], [2.570, 1.024, -2.427], [-1.829, 0.112, 0.146], [2.858, 0.120, 0.921], [0.167, 0.064, 1.686], [1.006, -1.535, -1.672], [-0.133, -1.060, -1.155], [0.312, 2.595, 1.203], [-0.127, 0.385, 0.545], [-0.092, -1.015, 0.664], [-0.207, -0.013, 0.385], [0.604, -0.711, 0.631], [-0.556, -0.552, -0.073], [-3.595, -0.223, -0.331], [0.244, 0.830, -0.404], [0.830, -1.104, 0.092], [-0.389, 0.568, -0.741], [0.504, -0.170, -0.691], [-0.992, -0.559, 0.070], [0.248, 0.593, 0.713], [0.276, 1.218, -0.556], [0.310, -0.151, 0.094], [-0.439, -0.346, 0.712]],
  "mulliken_charge": [-0.81, -0.42, -0.74, 0.80, -0.11, -0.91, 1.01, -1.04, -0.68, -0.93, 0.05, -0.50, -0.13, 0.38, 0.46, 0.41, 0.34, 0.42, 0.33, 0.53, 0.33, 0.34, 0.40, 0.35, 0.43, 0.38, 0.34]
}